Model 1:
Entry from OMol25: a cluster of 2 separate species, CH2FNOS in total (ωB97M-V/def2-TZVPD).

Last column: natural (NBO) charge in e.
Positions of all 7 atoms, in Å:
C  0.163  -1.235  0.693  0.40
N  0.061  1.163  0.586  -0.25
O  1.215  -1.355  0.185  -0.48
F  0.542  1.680  1.779  -0.26
S  1.267  1.387  -0.456  0.32
H  -0.627  -2.050  0.939  0.15
H  0.491  1.235  -1.502  0.11

Model 2:
Entry from OMol25: the molecule CH2FNOS (ωB97M-V/def2-TZVPD).

Last column: natural (NBO) charge in e.
Positions of all 7 atoms, in Å:
C  -1.147  0.261  1.487  0.97
N  -0.373  -0.446  0.625  -0.82
O  -2.201  0.746  1.635  -0.50
F  -0.289  0.239  2.754  -0.45
S  -0.351  -0.582  -1.043  0.22
H  0.545  -0.867  0.988  0.45
H  -1.338  -1.649  -1.190  0.12

Results
structure (SMILES)	O=C(F)NS

Compare the structures above. Which one is the least stable? model 1 is.